{"formula": "C70H165N11O14", "method": "the ωB97M-V functional and the def2-TZVPD basis", "species": ["C", "C", "C", "C", "C", "C", "C", "C", "C", "N", "O", "H", "H", "H", "H", "H", "H", "H", "H", "H", "H", "H", "H", "H", "H", "H", "H", "H", "H", "H", "C", "C", "C", "C", "C", "C", "C", "C", "C", "N", "O", "H", "H", "H", "H", "H", "H", "H", "H", "H", "H", "H", "H", "H", "H", "H", "H", "H", "H", "H", "C", "C", "C", "C", "C", "C", "C", "C", "C", "N", "O", "H", "H", "H", "H", "H", "H", "H", "H", "H", "H", "H", "H", "H", "H", "H", "H", "H", "H", "H", "C", "C", "C", "C", "C", "C", "C", "C", "C", "N", "O", "H", "H", "H", "H", "H", "H", "H", "H", "H", "H", "H", "H", "H", "H", "H", "H", "H", "H", "H", "C", "O", "C", "C", "C", "N", "H", "H", "H", "H", "H", "H", "H", "H", "H", "H", "H", "C", "O", "C", "C", "C", "N", "H", "H", "H", "H", "H", "H", "H", "H", "H", "H", "H", "C", "O", "C", "C", "C", "N", "H", "H", "H", "H", "H", "H", "H", "H", "H", "H", "H", "C", "O", "C", "C", "C", "N", "H", "H", "H", "H", "H", "H", "H", "H", "H", "H", "H", "C", "O", "C", "C", "N", "C", "C", "O", "C", "H", "H", "H", "H", "H", "H", "H", "H", "H", "H", "H", "H", "H", "H", "H", "C", "O", "C", "C", "N", "C", "C", "O", "C", "H", "H", "H", "H", "H", "H", "H", "H", "H", "H", "H", "H", "H", "H", "H", "C", "O", "C", "C", "N", "C", "C", "O", "C", "H", "H", "H", "H", "H", "H", "H", "H", "H", "H", "H", "H", "H", "H", "H"], "positions_angstrom": [[3.693, 0.316, 3.653], [4.576, -0.816, 4.237], [3.929, -2.184, 4.267], [5.823, -1.152, 3.309], [6.869, 0.076, 3.308], [7.402, 0.473, 4.727], [6.159, 0.661, 5.679], [6.855, 0.545, 7.087], [5.529, 2.128, 5.465], [5.154, -0.407, 5.552], [4.132, -0.282, 6.434], [4.255, 1.194, 3.335], [3.132, -0.176, 2.858], [3.021, 0.676, 4.432], [3.279, -2.516, 3.457], [4.477, -3.120, 4.373], [3.194, -2.290, 5.065], [6.315, -2.096, 3.542], [5.625, -1.186, 2.237], [7.733, -0.152, 2.684], [6.446, 0.933, 2.783], [8.039, 1.355, 4.656], [8.012, -0.327, 5.145], [6.049, 0.746, 7.793], [7.592, 1.307, 7.340], [7.385, -0.393, 7.248], [5.616, 2.823, 6.301], [4.450, 2.040, 5.342], [5.880, 2.647, 4.573], [4.346, -1.069, 6.940], [4.239, 5.828, 4.199], [2.685, 5.687, 4.185], [2.163, 5.508, 5.587], [2.145, 6.924, 3.531], [2.138, 6.937, 2.002], [1.278, 5.786, 1.547], [1.778, 4.415, 2.054], [0.571, 3.461, 1.990], [3.007, 3.932, 1.218], [2.090, 4.469, 3.518], [2.473, 3.236, 4.093], [4.604, 5.209, 5.018], [4.649, 5.366, 3.301], [4.660, 6.834, 4.186], [1.084, 5.472, 5.739], [2.567, 4.693, 6.187], [2.521, 6.391, 6.117], [1.105, 7.014, 3.844], [2.561, 7.836, 3.960], [1.759, 7.841, 1.525], [3.099, 6.942, 1.488], [1.347, 5.821, 0.460], [0.236, 5.917, 1.839], [-0.088, 3.662, 1.145], [-0.110, 3.579, 2.833], [0.962, 2.444, 2.003], [3.801, 4.678, 1.200], [2.732, 3.778, 0.174], [3.380, 2.984, 1.605], [1.622, 2.836, 4.286], [-0.920, 1.723, -9.818], [-0.856, 1.220, -8.362], [-1.182, 2.467, -7.432], [-2.055, 0.170, -8.247], [-2.008, -0.410, -6.799], [-0.715, -1.085, -6.525], [0.635, -0.249, -6.770], [0.918, 0.526, -5.475], [1.790, -1.280, -7.056], [0.404, 0.622, -7.989], [1.445, 1.391, -8.253], [-1.164, 0.910, -10.502], [-1.586, 2.576, -9.950], [0.072, 2.089, -10.083], [-1.996, 3.031, -7.887], [-1.516, 2.280, -6.411], [-0.276, 3.072, -7.463], [-2.965, 0.743, -8.423], [-1.981, -0.576, -9.039], [-2.265, 0.227, -5.953], [-2.838, -1.111, -6.703], [-0.720, -2.107, -6.904], [-0.717, -1.384, -5.477], [0.087, 1.172, -5.190], [1.734, 1.207, -5.718], [1.290, -0.044, -4.624], [2.022, -1.861, -6.163], [2.696, -0.761, -7.367], [1.609, -1.785, -8.005], [1.942, 0.854, -8.874], [-1.772, 3.656, 6.305], [-1.448, 2.462, 7.262], [-1.039, 3.112, 8.601], [-2.762, 1.670, 7.566], [-3.051, 0.670, 6.375], [-1.934, -0.288, 6.103], [-0.637, 0.460, 5.716], [0.423, -0.633, 5.628], [-0.886, 0.962, 4.252], [-0.405, 1.532, 6.659], [0.804, 2.117, 6.573], [-0.782, 3.986, 5.990], [-2.278, 3.555, 5.345], [-2.275, 4.466, 6.832], [-0.363, 2.434, 9.122], [-0.440, 4.021, 8.666], [-1.901, 3.156, 9.266], [-2.605, 0.962, 8.380], [-3.608, 2.325, 7.772], [-3.919, 0.092, 6.693], [-3.292, 1.338, 5.549], [-2.145, -1.151, 5.471], [-1.728, -0.739, 7.073], [1.380, -0.118, 5.540], [0.477, -1.423, 4.880], [0.542, -1.064, 6.622], [-1.120, 0.157, 3.556], [-0.020, 1.479, 3.839], [-1.582, 1.776, 4.049], [1.463, 1.452, 6.787], [-2.786, -6.248, -6.857], [-2.654, -5.089, -6.035], [-1.334, -4.934, -5.518], [-1.176, -4.144, -4.192], [0.332, -3.731, -3.927], [-1.640, -4.734, -2.951], [-2.497, -7.125, -6.278], [-2.162, -6.192, -7.749], [-3.824, -6.445, -7.125], [-1.001, -5.958, -5.351], [-0.683, -4.580, -6.317], [-1.740, -3.250, -4.459], [0.826, -4.667, -3.667], [0.167, -3.013, -3.124], [0.955, -3.188, -4.637], [-1.582, -4.189, -2.102], [-2.621, -4.937, -3.076], [-6.932, -4.306, 0.710], [-6.050, -4.287, 1.780], [-6.080, -3.113, 2.615], [-5.097, -2.108, 1.979], [-4.695, -1.020, 3.014], [-5.696, -1.374, 0.824], [-6.761, -3.424, 0.094], [-7.941, -4.380, 1.117], [-6.719, -5.203, 0.127], [-7.103, -2.769, 2.768], [-5.664, -3.318, 3.601], [-4.171, -2.592, 1.669], [-4.018, -0.202, 2.768], [-4.281, -1.588, 3.847], [-5.545, -0.491, 3.447], [-6.166, -2.053, 0.242], [-6.486, -0.856, 1.183], [-8.317, -4.596, -6.201], [-7.696, -4.308, -4.987], [-6.718, -3.321, -5.019], [-5.783, -3.607, -3.833], [-4.871, -2.446, -3.547], [-5.014, -4.779, -3.990], [-9.130, -5.320, -6.144], [-7.703, -5.039, -6.986], [-8.728, -3.680, -6.627], [-6.201, -3.460, -5.968], [-7.255, -2.373, -5.011], [-6.392, -3.812, -2.953], [-4.566, -1.932, -4.459], [-3.875, -2.691, -3.178], [-5.407, -1.811, -2.842], [-4.526, -4.751, -4.874], [-5.538, -5.618, -4.195], [0.993, 0.242, -0.151], [-0.398, 0.424, 0.074], [-1.182, -0.792, 0.203], [-1.575, -1.408, -1.182], [-2.307, -0.325, -2.062], [-2.367, -2.642, -0.966], [1.560, 1.130, -0.430], [1.099, -0.398, -1.027], [1.436, -0.187, 0.747], [-0.749, -1.520, 0.889], [-2.025, -0.506, 0.833], [-0.644, -1.635, -1.703], [-3.255, -0.025, -1.615], [-2.547, -0.602, -3.089], [-1.652, 0.530, -2.229], [-2.074, -3.295, -0.254], [-3.256, -2.213, -0.755], [-4.359, 6.485, -0.927], [-3.890, 5.957, -2.191], [-4.699, 4.803, -2.550], [-4.192, 3.409, -2.098], [-2.809, 3.082, -2.435], [-1.808, 3.615, -1.546], [-0.311, 3.380, -1.861], [0.070, 4.092, -2.973], [1.491, 4.178, -3.016], [-3.644, 7.145, -0.435], [-4.574, 5.744, -0.158], [-5.293, 6.996, -1.161], [-4.580, 4.784, -3.633], [-5.736, 4.871, -2.221], [-4.532, 2.636, -2.788], [-4.513, 3.141, -1.092], [-2.562, 3.371, -3.370], [-2.036, 3.148, -0.588], [-1.995, 4.688, -1.540], [-0.265, 2.304, -2.026], [0.312, 3.439, -0.968], [1.898, 3.182, -3.192], [1.777, 4.764, -2.143], [1.818, 4.690, -3.921], [6.205, 0.676, -5.888], [5.224, -0.223, -5.371], [4.439, 0.139, -4.260], [5.201, 0.315, -3.013], [4.318, 0.671, -1.937], [4.810, 0.227, -0.616], [6.044, 1.057, -0.225], [5.602, 2.271, 0.277], [6.642, 3.053, 0.756], [6.870, -0.044, -6.365], [6.818, 1.234, -5.180], [5.739, 1.315, -6.638], [3.544, -0.471, -4.134], [3.957, 1.093, -4.472], [5.991, 1.056, -3.135], [5.809, -0.579, -2.873], [4.362, 1.679, -1.985], [5.028, -0.837, -0.709], [3.958, 0.477, 0.017], [6.729, 1.188, -1.062], [6.746, 0.576, 0.457], [7.511, 2.957, 0.106], [6.805, 2.677, 1.766], [6.248, 4.069, 0.790], [-1.920, -8.460, -0.593], [-1.665, -7.380, 0.367], [-2.684, -6.377, 0.355], [-2.188, -5.241, 1.410], [-0.878, -4.651, 1.066], [-0.280, -3.806, 2.121], [0.165, -4.523, 3.416], [1.518, -4.813, 3.287], [2.228, -5.431, 4.366], [-1.531, -8.157, -1.566], [-2.941, -8.835, -0.660], [-1.298, -9.320, -0.347], [-3.661, -6.780, 0.623], [-2.788, -5.875, -0.607], [-2.192, -5.695, 2.400], [-2.874, -4.394, 1.454], [-0.127, -5.285, 0.836], [-1.086, -3.095, 2.299], [0.542, -3.124, 1.902], [-0.337, -5.472, 3.607], [0.055, -3.945, 4.334], [3.283, -5.600, 4.151], [1.879, -6.451, 4.524], [2.102, -4.781, 5.231]], "forces_ev_per_angstrom": [[0.112, -1.175, 0.364], [2.785, 0.008, -1.609], [-2.427, -1.261, 1.356], [1.424, 3.235, -0.177], [0.395, -0.951, 0.837], [-2.297, -1.038, -1.296], [1.873, 1.937, 0.248], [-1.481, 0.647, 0.110], [-0.407, -0.991, 0.282], [2.346, -1.288, -2.622], [-1.100, 0.125, 1.798], [0.027, -0.325, -0.314], [-0.228, 0.585, -0.279], [-0.198, -0.167, -0.153], [0.113, 1.011, -0.868], [1.203, 0.588, 0.258], [-0.140, 0.363, 0.543], [-0.069, 0.180, 0.488], [-0.957, -0.327, 0.020], [0.091, -0.424, -0.113], [-0.450, 0.056, 0.348], [-0.329, 0.213, 0.275], [0.002, -0.180, -0.209], [0.120, -0.565, 0.556], [0.002, 0.378, -0.743], [-0.548, -0.272, -0.074], [0.511, -0.218, 0.225], [0.040, -0.036, -0.026], [0.251, -0.190, -0.073], [-0.824, 0.095, 0.794], [-0.101, -1.587, -0.472], [0.352, -1.945, -0.317], [0.526, 1.436, 1.747], [-1.382, 1.237, -0.342], [-0.008, 0.208, 0.031], [0.839, -0.263, -0.132], [0.284, -0.295, 0.542], [0.357, -0.272, -0.365], [-0.937, 0.039, 0.209], [-0.242, 2.179, -0.967], [0.491, 0.462, -0.793], [0.370, 0.318, 0.139], [-0.045, -0.112, -0.185], [-0.420, 0.089, 0.513], [-0.073, 0.054, -0.639], [0.234, -0.311, -0.613], [-0.124, 0.331, 0.431], [-0.420, -0.111, -0.177], [0.585, -0.174, 0.049], [-0.578, 0.396, 0.709], [0.576, -0.679, 0.518], [-0.401, -0.573, -0.205], [-0.008, 0.164, 0.093], [0.393, -0.340, -0.443], [0.340, 0.223, 0.354], [-0.437, -0.239, -0.299], [0.043, 0.006, 0.256], [-0.177, -0.122, -0.123], [0.099, 0.101, 0.064], [-0.184, -0.209, 0.501], [1.416, -0.083, 0.208], [-2.787, 0.432, 1.001], [0.032, -0.362, -1.044], [1.481, 1.517, 1.870], [-1.404, -0.220, -1.056], [1.483, -0.735, 0.839], [-1.908, -1.340, -0.193], [0.695, 1.088, -0.874], [-0.307, 1.848, -0.764], [-2.303, -3.951, 0.979], [2.866, 2.014, -0.577], [-0.099, 0.068, -0.043], [-0.222, -0.316, 0.118], [0.034, 0.083, -0.220], [0.036, 0.159, -0.065], [0.439, -0.374, -0.007], [-0.101, 0.253, 0.332], [-0.100, -0.020, 0.035], [0.197, -0.281, 0.289], [0.222, 1.021, -0.507], [0.084, -0.605, -0.132], [0.410, 0.148, -1.160], [0.210, 0.458, 0.480], [-0.161, -0.250, 0.156], [0.174, 0.256, 0.067], [-0.400, -0.423, -0.133], [-0.175, -0.324, -0.387], [0.330, 0.455, 0.699], [-0.646, -0.863, 0.476], [0.476, 0.376, -0.251], [1.006, 0.097, -0.201], [-1.186, 0.244, -0.940], [1.184, -1.335, 0.730], [1.580, -2.036, -1.553], [-1.251, 1.381, 0.694], [0.889, 0.780, 1.518], [-2.811, -0.676, -2.841], [2.102, 1.311, 1.733], [0.851, 0.782, -0.514], [-2.462, -1.499, 2.462], [1.986, 1.736, -1.048], [0.118, 0.554, 0.145], [-0.402, -0.884, 0.192], [0.106, -0.025, 0.152], [-0.027, -0.507, 0.028], [-0.465, 0.361, -0.837], [-0.107, 0.431, -0.221], [0.133, 0.472, 0.648], [0.177, 0.036, -0.109], [-0.370, 0.125, -0.365], [-0.236, -0.505, -0.491], [-0.132, 0.453, -0.515], [0.167, -0.258, 0.300], [0.350, -0.076, -0.429], [-0.948, 0.353, -0.210], [-0.301, -0.473, 0.125], [0.009, -0.179, 0.106], [0.695, -0.489, 0.096], [-0.772, -0.267, 0.772], [0.162, -0.110, 0.411], [0.223, 0.031, 0.754], [-0.702, 0.305, -0.039], [0.414, -1.908, 0.739], [0.957, 1.470, -1.285], [-1.512, -0.227, -0.061], [-0.363, -1.744, -1.217], [0.313, -0.187, 0.038], [0.010, 0.082, -0.140], [-0.070, 0.627, -0.067], [0.422, -0.298, 0.343], [0.108, 0.676, 0.103], [-0.115, 0.745, 0.314], [0.243, 0.321, 0.533], [0.720, -0.405, 0.575], [-0.574, -0.221, -0.663], [0.245, 0.633, -0.531], [-0.375, -0.157, 0.175], [-0.152, -0.124, 0.068], [0.902, -0.199, 1.721], [1.497, -0.366, -1.034], [-0.969, 2.772, 0.271], [-0.305, -0.795, 0.788], [0.330, -0.691, 0.053], [-0.714, -0.515, -0.374], [-0.424, 0.265, -0.450], [-0.014, 0.068, -0.028], [-0.075, 0.388, -0.265], [-0.138, -0.767, 0.005], [-0.273, -0.349, -0.149], [0.274, -0.491, -0.700], [0.353, 0.266, 0.272], [-0.490, -0.181, -0.147], [0.404, 0.250, -0.369], [-0.036, 0.481, 0.262], [-0.513, 0.394, -0.854], [-1.087, -1.999, 0.458], [-0.059, -0.360, 0.000], [-0.694, 0.507, 0.127], [0.395, 0.617, -0.152], [1.207, -1.973, -1.123], [-0.077, 0.137, 0.871], [0.880, 0.103, 0.110], [-0.216, 0.196, -0.170], [0.640, 0.501, -0.119], [0.450, 0.564, 0.157], [-0.396, 0.343, 0.034], [-0.600, 0.479, -0.250], [-0.370, -0.575, 0.695], [0.449, 0.583, -0.189], [0.994, 0.560, -0.161], [-0.916, -0.101, 0.672], [-0.528, -0.940, -0.335], [-0.268, 0.113, 0.267], [0.342, 0.932, -0.423], [0.342, 0.603, 0.608], [0.412, -0.825, 0.295], [-0.577, 1.771, -0.980], [-0.642, 0.549, 0.305], [0.420, -0.462, 0.106], [0.320, -0.240, -0.041], [0.915, -0.279, -0.493], [-0.693, 0.365, -0.624], [0.116, -0.245, 0.031], [0.085, 0.252, 0.238], [0.047, -0.786, 0.020], [-0.138, 0.112, 0.634], [0.548, 0.349, 0.396], [-0.689, -0.808, 0.336], [-0.125, -0.081, -0.555], [-0.891, -0.862, 1.585], [1.437, -0.343, -0.414], [0.667, -0.160, -1.402], [1.471, -0.454, 0.178], [0.496, 1.073, 0.748], [-2.476, -2.070, 0.523], [0.829, 0.811, -0.643], [-0.721, 0.227, -1.022], [0.179, 0.196, -0.655], [0.010, -0.565, -0.239], [-0.054, 0.339, 0.358], [-0.574, 0.122, -0.114], [-0.178, 0.504, -0.222], [-1.916, 0.325, 0.167], [0.563, -0.064, 0.138], [-0.447, 0.067, -0.311], [0.297, 0.258, 0.378], [0.422, 0.370, 0.765], [0.275, -0.538, -0.548], [0.119, 1.049, 0.119], [0.380, -0.255, 0.943], [0.735, -0.492, 0.128], [-0.420, 0.469, 0.015], [-0.336, -1.209, -0.255], [-0.054, -0.658, 0.390], [-0.744, 1.723, -1.280], [1.445, -0.722, -0.012], [0.200, -0.311, 0.070], [0.136, 1.287, -1.055], [0.160, -1.176, 0.202], [-1.103, -0.064, -0.860], [-0.461, 0.150, 0.504], [0.258, 0.448, -0.383], [-0.394, 0.103, 0.321], [0.134, 0.303, 0.063], [0.544, -0.872, -0.117], [-0.109, 0.619, -0.171], [0.046, 0.397, -0.311], [-0.339, -0.522, 0.603], [-0.619, 0.328, 0.669], [-0.160, 0.019, 0.374], [0.405, -0.498, 0.749], [-0.211, 0.302, -0.729], [-0.360, -0.430, 0.805], [0.285, 0.270, 0.148], [0.844, 0.431, 0.209], [0.411, 0.114, 0.070], [1.175, 0.647, 0.306], [-1.149, -0.963, -0.798], [1.568, 1.747, 1.175], [0.250, -1.238, -0.808], [1.431, 0.371, -0.073], [-1.816, 0.055, 1.171], [-0.084, -0.463, 0.472], [2.500, -0.328, -0.992], [-1.102, 0.153, -0.436], [-0.468, 0.286, -0.231], [-0.234, 0.514, 0.203], [0.050, 0.146, 0.570], [-0.025, -0.009, 0.345], [0.196, -0.203, -0.369], [0.020, -0.183, 0.183], [-0.400, -0.177, -0.177], [-0.607, -0.850, -0.442], [-0.173, 0.131, 0.843], [0.289, -0.544, -1.033], [-0.630, -0.091, -0.216], [-0.441, 0.590, 0.070], [-0.024, 0.739, -0.479], [-0.558, -0.011, 0.401], [0.160, -0.315, 0.436]], "smiles": "CC1(C)CCCC(C)(C)N1O.CC1(C)CCCC(C)(C)N1O.CC1(C)CCCC(C)(C)N1O.CC1(C)CCCC(C)(C)N1O.COC[C@H](C)N.COC[C@H](C)N.COC[C@H](C)N.COC[C@H](C)N.COCCNCCOC.COCCNCCOC.COCCNCCOC", "lumo_energy_ev": 0.593, "de_lowest_kj_mol": 657.00, "homo_ev": -7.61, "gap_ev": 8.208}